No. 1
The following is a DFT calculation (ωB97M-V with the def2-TZVPD basis set) of 10 unconnected molecules or ions with the total composition C22H65NO19 at a distorted geometry.

The geometry in XYZ format:
```
107
Properties=species:S:1:pos:R:3:lowdin_charge:R:1
C -4.930 12.470 22.990 -0.049
C -4.426 11.275 22.159 -0.421
C -4.174 10.061 22.937 -0.245
O -3.218 10.319 23.929 -0.172
C -3.154 9.317 24.899 -0.117
N -5.341 10.913 21.033 0.049
H -4.307 12.577 23.884 0.075
H -5.956 12.261 23.343 0.075
H -5.015 13.394 22.425 0.072
H -3.474 11.643 21.739 0.144
H -3.846 9.219 22.305 0.138
H -5.103 9.726 23.437 0.128
H -2.863 9.721 25.872 0.087
H -2.380 8.586 24.613 0.090
H -4.101 8.780 25.049 0.084
H -6.094 10.402 21.535 0.050
H -5.837 11.706 20.640 0.083
C -6.698 4.629 20.732 -0.211
C -6.038 4.844 22.052 -0.161
O -6.924 4.375 23.132 -0.104
O -7.788 5.562 20.485 -0.084
H -6.971 3.580 20.550 0.099
H -5.959 4.806 19.931 0.115
H -5.790 5.895 22.218 0.130
H -5.101 4.275 22.055 0.114
H -6.447 3.576 23.414 0.052
H -8.162 5.698 21.378 0.069
C -9.404 2.354 22.112 -0.211
C -9.446 1.161 23.049 -0.212
O -8.714 1.339 24.284 -0.095
O -9.860 3.562 22.774 -0.068
H -10.058 2.149 21.267 0.122
H -8.387 2.590 21.776 0.086
H -9.065 0.236 22.603 0.107
H -10.510 0.977 23.287 0.120
H -8.858 2.262 24.583 0.053
H -9.195 3.805 23.442 0.045
C -9.164 8.122 21.421 -0.226
C -9.095 9.603 21.684 -0.221
O -7.908 9.990 22.371 -0.087
O -9.152 7.330 22.621 -0.072
H -8.423 7.797 20.684 0.097
H -10.132 7.925 20.939 0.134
H -9.969 9.879 22.297 0.123
H -9.237 10.186 20.771 0.123
H -7.983 10.004 23.325 0.089
H -8.406 7.599 23.186 0.057
C -3.126 2.079 19.298 -0.245
C -2.210 1.108 20.020 -0.261
O -1.280 0.478 19.175 -0.053
O -3.745 3.011 20.184 -0.080
H -3.942 1.524 18.825 0.107
H -2.571 2.596 18.501 0.131
H -2.809 0.309 20.479 0.110
H -1.663 1.599 20.826 0.126
H -1.797 -0.071 18.571 0.094
H -3.037 3.566 20.544 0.105
C -6.895 2.863 17.614 -0.262
C -5.926 3.501 16.716 -0.223
O -4.995 4.355 17.422 -0.068
O -6.238 1.916 18.427 -0.076
H -7.652 2.316 17.019 0.127
H -7.534 3.523 18.208 0.122
H -6.467 4.113 15.983 0.127
H -5.396 2.797 16.051 0.125
H -4.550 3.810 18.093 0.042
H -6.874 1.513 19.024 0.082
C -4.766 3.032 27.067 -0.209
C -4.418 3.697 25.766 -0.231
O -4.159 2.759 24.694 -0.078
O -6.133 2.583 27.006 -0.074
H -4.589 3.664 27.938 0.122
H -4.104 2.157 27.089 0.129
H -3.496 4.277 25.914 0.125
H -5.134 4.470 25.433 0.113
H -4.921 2.141 24.691 0.065
H -6.179 1.786 27.547 0.104
C -5.478 0.809 22.124 -0.209
C -5.500 -0.657 22.483 -0.216
O -6.765 -1.181 22.020 -0.074
O -6.204 1.559 23.099 -0.091
H -5.831 0.860 21.080 0.118
H -4.452 1.176 22.032 0.106
H -5.458 -0.831 23.567 0.127
H -4.679 -1.218 22.011 0.118
H -6.894 -2.058 22.392 0.086
H -6.805 0.939 23.550 0.075
C -8.848 4.913 26.375 -0.254
C -8.000 6.120 26.254 -0.226
O -7.754 6.506 24.896 -0.090
O -8.342 3.825 25.677 -0.076
H -9.881 5.110 26.091 0.133
H -8.960 4.670 27.444 0.128
H -7.009 5.938 26.697 0.117
H -8.492 6.967 26.731 0.125
H -7.320 5.756 24.436 0.051
H -7.589 3.415 26.140 0.066
C -6.363 7.798 17.594 -0.238
C -5.726 8.821 18.492 -0.303
O -5.200 8.220 19.626 -0.078
O -7.523 7.130 18.122 -0.083
H -5.534 7.066 17.477 0.112
H -6.567 8.152 16.588 0.114
H -6.403 9.619 18.828 0.108
H -4.951 9.309 17.872 0.119
H -5.045 8.892 20.317 0.041
H -7.267 6.670 18.953 0.043
```

As for the relative energy (zero: lowest compared OMol25 entry of this formula, charge and spin): 7.05 kcal/mol. As for the SMILES: COC[C@H](C)N.OCCO.OCCO.OCCO.OCCO.OCCO.OCCO.OCCO.OCCO.OCCO. Its HOMO energy is -0.3308 Eh.

***

No. 2
The following is a DFT calculation (ωB97M-V with the def2-TZVPD basis set) of a single C3H5N molecule at a distorted geometry.

The geometry in XYZ format:
```
9
Properties=species:S:1:pos:R:3:lowdin_charge:R:1
C 0.627 0.636 0.031 -0.315
C -0.786 0.190 0.042 -0.146
C -1.924 -0.223 -0.024 0.094
H 1.220 -1.192 0.655 0.070
H 2.460 -0.331 -0.052 0.078
H 0.817 1.249 0.905 0.098
H 0.757 1.268 -0.868 0.117
H -2.912 -0.670 -0.092 0.030
N 1.451 -0.563 -0.120 -0.027
```

As for the relative energy (zero: lowest compared OMol25 entry of this formula, charge and spin): 44.57 kcal/mol. As for the SMILES: C#CCN. Its HOMO energy is -0.3549 Eh.